ORCA calculation (ωB97M-V with the def2-TZVPD basis set) on a structure of composition C22H16N7RuS3 in a non-equilibrium geometry.

Values from the calculation:
Total energy: -2520.7861 Eh
⟨S²⟩: 0.772
Energy relative to the best compared isomer or geometry (same formula, charge and spin): 0.0 kJ/mol
E_HOMO (spin up / spin down): -0.52 / -0.18 eV

```
! RIJCOSX wB97M-V def2-TZVPD def2/J DEFGRID3
* xyz -2 2
Ru 0.14929 0.27066 0.28230
C 3.78820 -1.47494 -1.16285
C 2.55404 -0.65875 -0.94993
N 2.13174 -0.28559 0.20877
N 2.90883 -0.56136 1.29275
C 2.23981 -0.50167 2.42748
N 3.03006 -0.72957 3.54540
S 0.57493 -0.26580 2.68811
C 1.73039 -0.17570 -2.05796
C 1.98534 -0.47225 -3.39662
C 1.16777 0.05375 -4.37835
C 0.12140 0.89006 -4.01756
C -0.06960 1.14021 -2.67234
N 0.70497 0.62417 -1.71890
H 3.97871 -2.05898 -0.26627
H 4.66593 -0.84443 -1.34026
H 3.66951 -2.14929 -2.01115
H 3.99455 -0.47294 3.40408
H 2.61960 -0.37080 4.39148
H 2.81023 -1.11916 -3.65582
H 1.34558 -0.18647 -5.41971
H -0.53977 1.32705 -4.75252
H -0.86258 1.78873 -2.31958
S -2.14779 0.82878 0.68015
C -1.92650 2.02461 1.92987
C -2.92478 2.22400 2.89022
C -2.80693 3.17578 3.89582
C -3.85552 3.30965 4.87798
N -4.69976 3.40136 5.65578
C -1.66110 3.97962 3.94731
C -0.66460 3.79864 2.99557
C -0.75745 2.83325 1.99221
S 0.50964 2.63805 0.81358
C -1.50746 4.99630 4.95868
N -1.37975 5.82245 5.75107
H -3.81040 1.60193 2.85442
H 0.22535 4.41378 3.04047
N -0.27303 -1.53387 -0.22593
C -0.83322 -2.33898 -1.07932
C -1.67081 -1.87250 -2.16493
C -2.23920 -2.74643 -3.06663
C -2.04676 -4.13110 -2.99411
C -1.24290 -4.61061 -1.95029
C -0.65603 -3.77520 -1.02706
H -1.84570 -0.80581 -2.23666
H -2.86095 -2.34053 -3.86198
H -2.50996 -4.80464 -3.70457
H -1.07395 -5.68190 -1.86300
H -0.03938 -4.17356 -0.22921
*
```


ORCA calculation (ωB97M-V with the def2-TZVPD basis set) on a structure of composition C22H17AsO2PS4Ti.

Values from the calculation:
Total energy: -6018.5595 Eh
⟨S²⟩: 0.755
E_HOMO (spin up / spin down): -1.76 / -1.76 eV

```
! RIJCOSX wB97M-V def2-TZVPD def2/J DEFGRID3
* xyz -2 2
Ti 1.41636 -0.66901 -2.58381
S -1.40747 -3.39265 -5.01703
As -0.14562 -1.68855 -5.17655
S -0.71750 -0.26377 -3.54267
S 1.85111 -2.24527 -4.29297
S 0.14169 -0.63008 -6.97345
O 3.34022 -3.00438 0.26943
C 2.47703 -2.47152 -0.40444
O 2.67100 -1.50639 -1.24392
C 1.00449 -2.89394 -0.29233
P 0.00460 -1.35193 -0.27593
C -1.73283 -1.86721 -0.40455
C -2.10798 -2.98197 -1.15013
C -3.44727 -3.23963 -1.40648
C -4.42790 -2.39513 -0.91360
C -4.06374 -1.26899 -0.18528
C -2.72735 -0.99991 0.05108
C 0.22203 -0.80242 1.45871
C -0.61889 -1.11703 2.52407
C -0.34868 -0.63416 3.79547
C 0.76746 0.16411 4.01681
C 1.61114 0.47878 2.96021
C 1.33674 0.00554 1.68675
H 0.84579 -3.54312 0.56934
H 0.75906 -3.42862 -1.21682
H -1.36069 -3.62312 -1.59842
H -3.71315 -4.08234 -2.03079
H -5.47223 -2.59145 -1.12501
H -4.82270 -0.58439 0.17425
H -2.45240 -0.09648 0.58410
H -1.48879 -1.74172 2.36359
H -1.01446 -0.88434 4.61322
H 0.97305 0.54331 5.01080
H 2.47640 1.11032 3.11798
H 1.98155 0.28408 0.85848
C 1.97459 1.36789 -1.99627
C 1.81797 2.32024 -1.24579
C 1.58378 3.36364 -0.30158
C 2.43484 4.46956 -0.18205
C 2.20016 5.44786 0.76899
C 1.11170 5.35152 1.62617
C 0.25742 4.26225 1.51604
C 0.48606 3.28255 0.56612
H 3.28453 4.54180 -0.84850
H 2.87546 6.29278 0.84304
H 0.93241 6.11647 2.37175
H -0.59430 4.16758 2.17953
H -0.17469 2.42924 0.48246
*
```


ORCA calculation (ωB97M-V with the def2-TZVPD basis set) on a structure of composition C22H17Br2CuN5O3 in a non-equilibrium geometry.

Values from the calculation:
Total energy: -8136.6213 Eh
Energy relative to the best compared isomer or geometry (same formula, charge and spin): 0.0 kJ/mol
E_HOMO (spin up / spin down): -4.59 / -4.59 eV

```
! RIJCOSX wB97M-V def2-TZVPD def2/J DEFGRID3
* xyz -1 1
Cu -1.21694 -1.32111 2.90921
N -4.66327 0.34507 2.52091
C -4.60790 0.50081 3.98557
C -3.44655 -0.15774 4.78968
O -3.52910 -0.01993 5.99066
O -2.57529 -0.82620 4.13009
H -5.60907 0.48397 2.21127
H -4.32150 -0.55994 2.26181
H -5.49478 0.12988 4.53952
H -4.49761 1.59159 4.27523
Br 1.40669 3.56930 -4.49644
C 2.46655 2.41848 -3.46998
C 2.01941 1.10986 -3.32847
C 2.67540 0.17223 -2.55221
C 3.86280 0.52613 -1.94146
C 4.33458 1.82016 -2.10624
C 3.65892 2.72855 -2.84972
N 4.70763 -0.40107 -1.20865
N 4.29567 -1.43413 -0.61982
C 2.99632 -1.61191 -0.13943
C 2.68640 -2.98152 0.08108
C 1.59489 -3.43331 0.72055
C 0.70632 -2.52162 1.34725
O -0.23152 -2.89497 2.08892
C 1.00844 -1.09916 1.15709
N 0.14075 -0.24048 1.80338
C 0.33271 1.06085 1.76425
C 1.45409 1.60279 1.11728
C 2.33746 0.75904 0.50942
C 2.12557 -0.64838 0.43298
H 1.12434 0.87493 -3.93173
H 2.33269 -0.84668 -2.42504
H 5.26131 2.07013 -1.61490
H 4.08671 3.71534 -2.99875
H 3.44254 -3.61753 -0.31001
H 1.40467 -4.48246 0.90467
H -0.35912 1.72738 2.31409
H 1.69815 2.63922 1.20328
H 3.25332 1.16978 0.08975
Br -3.17599 -3.32912 -1.87141
C -2.73622 -1.49476 -1.66871
C -2.19185 -0.83479 -2.77146
C -1.96864 0.55706 -2.65152
C -2.23913 1.12820 -1.40761
C -2.70445 0.33340 -0.35064
N -2.99347 -0.96964 -0.46794
H -2.02925 -1.42162 -3.68900
H -1.67367 1.13363 -3.52168
H -2.10101 2.19429 -1.32841
H -3.04801 0.78601 0.57329
*
```


Look up the total energy of the first one.
-2520.7861 Eh